Entry 1:
93
Properties=species:S:1:pos:R:3:mulliken_charge:R:1 method="wB97M-V/def2-TZVPD" homo_lumo_gap_ev=9.74 e_tot_ev=-80162.4251 largest_force_ev_per_a=1.47 total_charge=0 homo_ev=-9.22 smiles=c1ccncc1.c1ccncc1.c1ccncc1.c1ccncc1.c1ccncc1.c1ccncc1.c1ccncc1.c1ccncc1.ClCCl de_lowest_kcal_mol=1.04
Cl -13.5338 38.0311 -0.2311 -0.188
Cl -13.8906 38.0937 -3.1061 0.007
N -10.0483 37.5145 -0.6433 -0.133
N -18.0914 37.9436 -2.4438 -0.036
N -11.6106 34.2180 -2.6277 0.029
N -16.9291 32.8812 -4.7142 -0.612
N -15.7563 34.9496 -0.0803 -0.002
N -11.3492 42.5597 -6.1555 -0.568
N -10.1631 35.8178 3.9930 -0.535
N -16.8007 36.4147 -7.9150 -0.605
C -13.4709 42.2639 -5.0974 -0.490
C -10.4964 33.9362 -3.3173 -0.351
C -15.9202 34.2315 1.0333 -0.460
C -11.9053 35.9158 2.3789 0.061
C -15.6824 32.4185 -4.9118 -0.375
C -18.2186 39.8423 -3.9125 -0.525
C -20.1390 39.1741 -2.7047 -0.451
C -10.6800 33.0775 -0.7415 -0.725
C -8.3452 38.1929 -2.7099 -0.393
C -9.3828 36.5874 -1.3167 -0.160
C -13.3572 37.1079 -1.7200 0.512
C -12.8025 35.3361 3.2612 -0.219
C -12.3317 34.9113 4.4883 -0.386
C -10.5937 36.1245 2.7564 -0.567
C -8.5394 36.8584 -2.3898 -0.578
C -12.6435 42.8704 -6.0307 -0.302
C -9.8982 38.7970 -1.0076 -0.346
C -10.8679 41.5947 -5.3649 -0.287
C -11.6511 40.8425 -4.5052 -0.215
C -15.8379 36.7146 -7.0305 -0.273
C -17.3306 38.7566 -8.0433 -0.579
C -17.2261 35.9337 2.0795 -0.355
C -17.0939 34.0637 -4.1545 -0.474
C -17.0652 36.6773 0.9274 -0.918
C -14.5487 33.1493 -4.5924 -0.549
C -15.5736 38.0058 -6.5969 -0.282
C -12.9635 41.2189 -4.3416 -0.181
C -17.5118 37.4165 -8.4069 -0.277
C -16.4160 39.0174 -7.0448 -0.127
C -16.0227 34.8963 -3.8073 0.140
C -16.3647 36.1332 -0.1345 -0.025
C -19.5662 40.0138 -3.6339 -0.510
C -11.6518 33.8601 -1.3387 -0.218
C -14.7684 34.4109 -4.0467 0.074
C -17.5308 38.7911 -3.3204 0.066
C -16.5915 34.6944 2.1658 -0.436
C -10.9795 35.1342 4.7831 -0.303
C -19.3785 38.1520 -2.1589 -0.416
C -9.5477 32.7771 -1.4858 -0.281
C -9.4068 33.2861 -2.7596 -0.685
C -9.0164 39.1702 -1.9985 -0.594
H -16.4898 38.6081 -3.5566 0.320
H -7.6885 38.4504 -3.5323 0.379
H -14.5022 42.5842 -5.0188 0.414
H -12.5780 34.1444 -0.8495 0.474
H -10.4932 34.2091 -4.3648 0.442
H -18.3188 37.1906 -9.0954 0.344
H -10.5618 39.5007 -0.5202 0.428
H -13.8912 35.0051 -3.8052 0.308
H -12.9862 34.4450 5.2126 0.385
H -8.8097 32.1430 -1.0087 0.356
H -8.9254 40.2198 -2.2527 0.490
H -19.8171 37.4440 -1.4656 0.434
H -10.5973 34.7824 5.7334 0.346
H -12.2852 36.2084 1.4093 0.345
H -17.9288 39.5305 -8.5027 0.375
H -20.1821 40.7819 -4.0834 0.394
H -21.1525 39.3203 -2.3542 0.389
H -15.6320 31.4483 -5.3899 0.370
H -16.2790 36.7116 -1.0469 0.526
H -10.7331 32.7317 0.2811 0.462
H -13.9815 36.2251 -1.5946 -0.406
H -13.8238 35.1530 2.9514 0.374
H -15.3009 35.8554 -6.6491 0.485
H -9.8945 36.6210 2.0986 0.473
H -18.1038 34.4089 -3.9571 0.399
H -16.2217 35.9048 -3.4677 0.299
H -14.8939 38.1934 -5.7763 0.376
H -11.2567 40.0491 -3.8821 0.367
H -9.5419 35.5611 -0.9946 0.485
H -16.5801 34.1666 3.1088 0.435
H -9.8017 41.4176 -5.4331 0.377
H -13.0283 43.6323 -6.6968 0.353
H -8.0411 36.0808 -2.9498 0.490
H -17.7343 36.3731 2.9285 0.385
H -15.3693 33.2979 1.0493 0.394
H -13.5426 32.7826 -4.7312 0.397
H -12.3313 36.7955 -1.8858 0.007
H -16.2573 40.0404 -6.7217 0.583
H -13.6505 40.7892 -3.6237 0.554
H -17.6825 40.4868 -4.5944 0.349
H -17.5062 37.6576 0.7983 0.451
H -8.5887 32.9987 -3.4082 0.493

=====

Entry 2:
15
Properties=species:S:1:pos:R:3:nbo_charge:R:1 method="wB97M-V/def2-TZVPD" homo_lumo_gap_ev=1.49 e_tot_ev=-33984.0235 largest_force_ev_per_a=3.01 total_charge=+2 homo_ev=-16.18 de_lowest_kcal_mol=4.55
Tl -14.3526 24.4926 -9.0993 0.999
S -17.4831 28.1569 -4.7432 2.132
F -18.8267 28.6403 -2.5524 -0.256
F -17.7562 26.6903 -2.5830 -0.258
F -16.7274 28.5797 -2.2963 -0.264
O -16.7834 29.4107 -5.0777 -0.487
O -18.8808 28.0672 -5.2845 -0.462
O -17.3533 20.8096 -10.7125 -0.542
O -16.6628 26.9807 -5.1029 -0.539
C -17.7292 27.9842 -2.9207 0.767
C -17.9604 20.5505 -11.9576 -0.259
H -17.5458 19.5831 -12.2408 0.249
H -17.6138 21.3050 -12.6638 0.215
H -19.0385 20.5402 -11.7972 0.216
H -17.9210 20.3660 -10.0781 0.490

=====

Entry 3:
36
Properties=species:S:1:pos:R:3:nbo_charge:R:1 method="wB97M-V/def2-TZVPD" homo_lumo_gap_ev=9.85 e_tot_ev=-21378.0905 largest_force_ev_per_a=5.07 total_charge=0 homo_ev=-9.54 smiles=CCNC(CO)CO.O.O.O.O.O de_lowest_kcal_mol=88.93
O 1.5271 -3.5403 0.3365 -0.938
O 2.6256 1.2868 3.0517 -0.949
O 2.8714 0.2448 0.1463 -0.973
O -0.3708 -0.7281 -2.0179 -0.747
O 0.9236 1.4901 -1.2560 -0.775
O -2.3155 -2.0652 0.0171 -0.962
O 1.2816 0.3281 -4.1962 -0.932
N -2.2093 0.7456 0.8597 -0.660
C -1.0816 -0.2983 2.9265 -0.620
C -1.7583 0.8957 2.2749 -0.236
C -1.0986 0.6026 -0.1142 -0.114
C -1.4864 0.1008 -1.4376 -0.117
C -0.0616 1.8074 -0.3283 -0.079
H -2.9506 1.4992 0.5248 0.379
H -0.0570 -0.1743 3.0790 0.228
H 1.7545 -2.8128 -0.3605 0.461
H -1.2629 1.9354 2.3672 0.188
H -2.3956 -1.5107 0.8223 0.487
H 1.9849 0.0436 -3.6067 0.468
H -0.6570 2.6330 -0.7185 0.157
H -2.2698 -0.6432 -1.4914 0.252
H 2.4880 -0.6797 0.0571 0.457
H -1.4823 -0.5579 3.9207 0.228
H 3.4871 0.9781 2.7291 0.472
H -2.9827 -2.7472 0.1304 0.476
H -1.2471 -1.1602 2.1121 0.188
H 2.1768 1.1110 2.1422 0.473
H 0.5414 -3.3855 0.4571 0.479
H 0.9626 1.0774 -3.6573 0.468
H -0.4620 -0.1982 0.5169 0.206
H 0.5069 2.1587 0.5077 0.185
H -1.5860 0.9763 -2.1289 0.168
H 0.6938 0.6035 -1.6746 0.502
H 2.1303 0.7277 -0.3175 0.483
H -2.7263 0.8970 2.9331 0.208
H -0.6066 -0.7705 -2.9419 0.490

=====

Entry 4:
5
Properties=species:S:1:pos:R:3:nbo_charge:R:1 method="wB97M-V/def2-TZVPD" homo_lumo_gap_ev=9.22 e_tot_ev=-7198.9780 largest_force_ev_per_a=1.55 total_charge=0 homo_ev=-10.26 de_lowest_kcal_mol=118.79
O -0.7900 -1.0144 0.9365 -0.402
O 0.5304 0.9604 -2.0273 -0.445
C -0.1472 -0.1970 1.7150 0.224
C 0.3588 -0.5602 0.3936 0.060
C 0.0480 0.8111 -1.0178 0.563

=====

Entry 5:
8
Properties=species:S:1:pos:R:3:nbo_charge:R:1 method="wB97M-V/def2-TZVPD" homo_lumo_gap_ev="7.18 / 7.17" e_tot_ev=-9744.5093 largest_force_ev_per_a=2.57 total_charge=0 homo_ev="-9.21 / -9.21" de_lowest_kcal_mol=50.38
O -2.0031 0.1265 0.4964 -0.346
O -1.5782 -0.9078 -3.3159 -0.477
N 2.1685 1.0426 -0.8392 -0.375
C 1.2623 0.7014 -1.4760 0.224
C 0.1282 0.2899 -2.0644 -0.542
C -0.8794 0.0196 0.2669 0.632
C -0.7096 -0.3742 -2.7428 0.653
H 0.0862 -0.0792 0.7429 0.230

=====

Entry 6:
20
Properties=species:S:1:pos:R:3:nbo_charge:R:1 method="wB97M-V/def2-TZVPD" homo_lumo_gap_ev=8.47 e_tot_ev=-101400.5397 largest_force_ev_per_a=3.63 total_charge=0 homo_ev=-10.07 de_lowest_kcal_mol=2.19
Br 1.0756 -3.4217 -0.2395 0.133
S 0.5009 2.4669 3.2845 1.613
O 0.1923 -2.4616 2.2294 -0.311
O 0.7368 3.0149 1.9335 -0.818
O -0.8836 -0.6897 1.6866 -0.409
O 1.3056 1.2874 3.7079 -0.791
O -2.4653 1.6281 0.0787 -0.374
O -2.6363 -0.4425 -0.2724 -0.354
N -2.0271 0.5741 -0.2563 0.539
N -0.1524 -1.6539 1.4584 0.514
C 0.1234 1.5878 -0.7623 -0.298
C 0.7710 -0.8891 -2.2592 -0.635
C 0.2647 -1.7615 0.0568 -0.032
C 0.0039 -0.8584 -0.8798 0.008
C -0.6078 0.4727 -0.6155 0.014
H 0.1177 -1.4590 -2.9746 0.247
H 1.7615 -1.5350 -2.0784 0.240
H 1.2728 1.4981 -0.9912 0.230
H -0.3348 2.5089 -0.4952 0.249
H 0.9814 0.1334 -2.6114 0.235

=====

Entry 7:
130
Properties=species:S:1:pos:R:3:lowdin_spin:R:1 method="wB97M-V/def2-TZVPD" homo_lumo_gap_ev="4.89 / 6.64" s_squared=2.03 multiplicity=3 e_tot_ev=-139924.2500 largest_force_ev_per_a=0.76 total_charge=-1 homo_ev="-2.78 / -4.53" de_lowest_kcal_mol=17.11
Sb -3.3874 -2.1712 -1.7838 0.002
Ti 0.8085 0.4048 -0.0746 0.921
S 0.7518 3.3625 1.7626 0.009
S 0.4857 -2.4473 -0.6692 0.014
S -1.6482 4.3299 0.2662 0.002
P 1.8850 1.4487 -3.0538 -0.001
N 1.8888 -4.2320 0.7707 0.004
N 1.5952 0.5340 -1.8493 -0.008
N 3.0261 -3.1786 -0.9444 0.002
N -0.4387 -0.1968 1.4673 0.034
N 2.4433 0.1684 1.0908 0.039
N 2.5923 -3.7602 9.1584 0.017
N -0.4355 2.1282 -0.3018 0.001
C 0.8134 -4.1893 1.7469 0.001
C 4.3123 -3.6008 -0.4180 0.001
C -2.2366 3.4098 -1.0829 0.000
C 5.9353 1.1041 -2.8860 0.000
C 1.1202 3.0923 -3.0638 0.000
C 1.8690 -3.3207 -0.2717 0.007
C 2.4904 -0.3607 2.3648 0.010
C 1.4852 0.4801 -7.0422 0.000
C -5.0836 -3.1822 -4.2268 0.000
C -5.3019 -1.0709 0.3191 0.000
C 4.1366 2.9308 -3.9399 0.000
C 5.4990 3.1340 -4.0947 0.000
C -0.3777 3.1458 0.5601 0.004
C 2.2479 -5.6010 0.4263 0.000
C -6.1980 -3.1725 -0.6951 0.000
C 1.7767 1.1804 -5.8848 0.000
C 3.6865 0.6396 0.7976 0.107
C 1.4486 3.9571 -2.0210 0.001
C 1.6051 -1.4559 4.3853 0.032
C 1.4465 0.6530 -4.6376 0.000
C 2.5514 -2.4831 4.5207 0.031
C -3.1939 -4.2959 -1.4529 0.000
C 0.5505 -1.3009 -5.7247 0.000
C -3.2828 3.6711 -1.9533 0.000
C 4.5517 0.4082 1.8486 0.025
C 6.3993 2.2182 -3.5711 0.000
C -1.7457 1.3375 -2.2281 0.003
C 3.8008 -0.2216 2.8519 0.117
C -3.5535 2.7638 -2.9667 0.000
C -1.1346 -1.3159 3.3072 0.115
C -2.7890 1.6031 -3.0964 0.000
C 0.8656 5.2088 -1.9440 0.000
C -1.7870 -0.3497 1.4107 0.104
C 4.5729 0.9013 -2.7359 0.000
C -5.3818 -1.9129 -0.9502 0.000
C 0.9299 -1.0379 5.5405 0.031
C 1.3462 -0.8408 3.0799 0.274
C 2.8043 -3.0749 5.7402 -0.002
C 0.8360 -0.5939 -4.5635 0.000
C -2.8672 -2.1466 -4.8123 0.000
C -4.0484 -2.1332 -3.8508 0.001
C 2.3754 -3.2613 8.1435 0.006
C 1.1757 -1.6182 6.7677 -0.002
C -1.4568 2.2526 -1.2193 0.001
C -0.0492 5.6086 -2.9099 0.000
C 3.0552 -2.4567 -2.2101 0.000
C -2.1315 -4.9403 -2.3326 0.000
C 2.1135 -2.6442 6.8744 0.033
C 3.6626 1.8071 -3.2678 0.000
C -2.8392 -4.4832 0.0203 0.000
C -0.3901 4.7528 -3.9437 0.000
C 0.8712 -0.7650 -6.9605 0.000
C -2.2573 -1.0314 2.5143 0.023
C -0.0176 -0.7716 2.6546 0.007
C 0.1935 3.4940 -4.0208 0.000
H -2.3724 -3.1198 -4.8304 0.000
H 1.1726 -4.6716 2.6573 0.000
H 6.6339 0.4009 -2.4524 0.000
H 4.1995 0.0566 -2.1705 0.001
H -1.1224 5.0509 -4.6822 0.000
H -2.3740 -4.8717 -3.3946 0.000
H -3.5628 -4.0218 0.6952 0.000
H 2.5244 -1.5049 -2.1215 0.000
H 1.7424 0.8995 -8.0055 0.000
H -3.0106 0.9003 -3.8886 0.000
H -4.1608 -4.7630 -1.6628 0.000
H -4.7118 -4.1929 -4.0423 0.000
H -0.0766 -4.7173 1.3894 0.000
H -4.3644 2.9558 -3.6557 0.000
H -3.8779 4.5685 -1.8459 0.000
H -1.8716 -4.0268 0.2343 0.000
H 0.6496 -1.3171 -7.8655 0.000
H 3.5295 -3.8739 5.8221 -0.001
H -3.1902 -1.9308 -5.8354 0.000
H -5.3336 -3.1210 -5.2906 0.000
H -5.7372 -3.8046 0.0657 0.000
H 0.0773 -2.2718 -5.6586 0.000
H 4.1501 -0.5010 3.8312 0.006
H 2.6495 -6.1110 1.3033 0.000
H -5.8890 -1.3265 -1.7258 0.000
H -1.1263 -1.8557 4.2373 0.007
H -3.2837 -1.2805 2.7240 -0.001
H 5.5926 0.6853 1.8897 -0.001
H -6.3339 -3.7841 -1.5878 0.000
H -4.7440 -0.1451 0.1717 0.000
H -1.1563 -4.4740 -2.1764 0.000
H 0.6522 -1.2713 7.6486 -0.001
H 7.4637 2.3819 -3.6818 0.000
H 4.2034 -3.8781 0.6272 0.000
H 0.5408 -3.1623 1.9699 0.002
H 2.1332 3.6380 -1.2402 0.001
H -6.3024 -0.8092 0.6759 0.000
H -2.1113 -1.4062 -4.5437 0.000
H -7.1924 -2.9029 -0.3251 0.000
H -4.7992 -1.6177 1.1185 0.000
H -2.3391 0.0368 0.5634 0.007
H 0.2171 -0.2294 5.4609 0.000
H 0.6091 -1.0069 -3.5855 0.000
H 5.8551 4.0156 -4.6114 0.000
H -1.1525 0.4351 -2.3370 0.003
H 1.1027 5.8573 -1.1118 0.000
H 3.0845 -2.8158 3.6404 0.000
H 4.7229 -4.4425 -0.9837 0.000
H -4.5103 -1.1397 -3.9119 0.000
H 5.0032 -2.7592 -0.4863 0.001
H -2.0314 -6.0031 -2.0903 0.000
H 2.9938 -5.6313 -0.3630 0.000
H -6.0113 -3.0685 -3.6661 0.000
H 3.8745 1.1296 -0.1454 0.008
H 3.4375 3.6643 -4.3235 0.000
H 2.2678 2.1433 -5.9536 0.000
H -2.7794 -5.5460 0.2775 0.000
H 4.0973 -2.2769 -2.4668 0.000
H -0.5164 6.5832 -2.8397 0.000
H 1.3606 -6.1484 0.0851 0.000
H 2.5922 -3.0540 -3.0003 0.000
H -0.0964 2.8189 -4.8145 0.000

=====

Entry 8:
60
Properties=species:S:1:pos:R:3:nbo_charge:R:1 method="wB97M-V/def2-TZVPD" homo_lumo_gap_ev=7.14 e_tot_ev=-326017.8940 largest_force_ev_per_a=7.14 total_charge=0 homo_ev=-8.19
Sb 2.3154 -1.7528 -0.5095 1.115
Zr 0.0000 0.0000 0.0000 2.165
Br -6.4755 0.8068 2.6614 0.094
Br -4.2194 2.7344 1.0675 0.094
Br -2.7666 -3.6451 2.3407 0.098
Br -5.7453 -2.3996 3.3013 0.095
O -1.0137 -1.5500 0.9222 -0.817
O -0.8397 -0.5873 -1.7953 -0.814
O -0.8198 -0.5273 -4.0810 -0.655
O -1.6407 1.2039 0.3725 -0.821
N 1.0629 1.6725 -0.9230 -0.982
C 4.1595 2.2202 -2.8223 -0.178
C 4.1894 0.9791 -3.4662 -0.217
C 3.0864 1.1995 -0.9065 -0.153
C 3.8518 -4.4305 -0.3608 -0.162
C 4.0062 -3.0806 -0.7035 -0.302
C -3.8436 0.8901 1.4554 -0.159
C -0.6872 -0.0350 -2.9210 0.818
C 6.3317 -3.5091 -1.2599 -0.206
C 6.1679 -4.8556 -0.9244 -0.186
C -2.6065 0.3626 1.0596 0.282
C 3.6693 -0.1527 -2.8298 -0.220
C 1.0806 1.6295 -2.3664 -0.259
C -3.2284 -1.8119 1.9947 -0.122
C 0.5946 -3.9205 -1.8642 -0.196
C 4.9284 -5.3157 -0.4726 -0.223
C -0.4803 -3.8463 -4.0318 -0.227
C -0.3271 1.4495 -2.9027 -0.523
C 3.1150 -0.0449 -1.5469 -0.401
C -4.4710 -1.2792 2.3914 -0.134
C 3.6081 2.3301 -1.5423 -0.240
C -2.2957 -1.0016 1.3318 0.211
C 0.0205 -2.5571 -4.2335 -0.128
C -0.1955 -4.5271 -2.8455 -0.215
C 5.2556 -2.6227 -1.1476 -0.239
C 1.1089 -2.6313 -2.0639 -0.360
C -4.7790 0.0735 2.1215 -0.134
C 0.8109 -1.9490 -3.2515 -0.221
H -0.3721 1.8390 -3.9274 0.243
H 3.6993 -1.1113 -3.3309 0.246
H 4.8019 -6.3575 -0.2076 0.222
H 3.5866 3.2899 -1.0423 0.230
H -1.0919 -4.3162 -4.7916 0.215
H 7.0014 -5.5407 -1.0105 0.218
H 2.0822 1.7076 -0.4257 0.357
H 0.7541 0.5073 1.6817 -0.536
H 1.1810 -0.9503 -3.4210 0.199
H 1.5023 2.5688 -2.7394 0.210
H -0.2043 -2.0286 -5.1508 0.242
H 4.6175 0.8942 -4.4565 0.229
H 2.6636 1.2892 0.0859 0.243
H -0.5871 -5.5233 -2.6849 0.215
H 0.6212 2.5721 -0.5038 0.434
H 1.7376 0.8194 -2.7012 0.242
H 7.2932 -3.1513 -1.6046 0.220
H 0.8028 -4.4551 -0.9484 0.195
H 4.5641 3.0955 -3.3135 0.230
H 5.4061 -1.5856 -1.4027 0.221
H -1.0709 2.0076 -2.3220 0.239
H 2.9000 -4.7969 -0.0047 0.208